## one
Formula: CH14O6
Source: the OMol25 dataset
Level of theory: wB97M-V/def2-TZVPD

Each line ends with the Mulliken spin population.
Element x y z (Å)
1 C 0.395 0.200 -3.066  0.399
2 O 0.260 0.214 -1.670  0.222
3 H 0.849 -0.770 -3.313  -0.028
4 H 1.233 0.848 -3.382  -0.023
5 H -0.515 0.328 -3.642  -0.020
6 H 0.022 -0.661 -1.323  0.003
7 H -2.731 -3.437 0.434  -0.494
8 H -1.884 -2.204 0.807  0.027
9 O -1.818 -3.173 0.641  0.885
10 H -0.720 1.203 3.623  -0.045
11 H -0.210 1.213 2.175  0.006
12 O -0.914 1.560 2.759  0.112
13 H 0.945 5.139 0.943  -0.008
14 H 0.157 4.709 2.246  -0.008
15 O 1.003 5.026 1.893  0.034
16 H -0.115 -3.004 -0.444  -0.063
17 H 1.238 -3.543 -0.962  -0.048
18 O 0.772 -2.725 -0.755  0.139
19 H 0.875 0.315 0.571  0.083
20 H 0.320 -1.005 1.095  0.076
21 O 0.840 -0.232 1.371  -0.251

Summary:
net charge = -1
E_LUMO (alpha / beta) = 3.2 / 3.1 eV
gap between HOMO and LUMO (alpha / beta) = 2.9 / 10.5 eV
HOMO (alpha / beta) = 0.014 / -0.272 hartree
multiplicity = 2

## two
Formula: CH14O6
Source: the OMol25 dataset
Level of theory: wB97M-V/def2-TZVPD

Each line ends with the Mulliken spin population.
Element x y z (Å)
1 C -3.046 0.827 1.267  0.237
2 O -1.684 0.920 0.958  0.057
3 H -3.571 1.783 1.227  0.000
4 H -3.084 0.529 2.315  -0.006
5 H -3.564 0.104 0.642  -0.027
6 H -1.518 1.480 0.175  0.015
7 H -1.800 -0.153 -2.368  0.024
8 H -0.390 0.176 -2.773  -0.085
9 O -1.313 0.457 -2.936  0.083
10 H 1.601 -1.803 -1.971  -0.344
11 H 1.418 -1.612 -0.541  -0.156
12 O 0.873 -1.562 -1.363  0.982
13 H 4.733 -3.034 0.768  -0.091
14 H 5.773 -4.137 1.171  -0.081
15 O 5.658 -3.315 0.679  0.313
16 H -0.945 2.106 -1.936  -0.017
17 H 0.022 2.778 -0.950  -0.058
18 O -0.916 2.576 -1.079  0.230
19 H 0.688 0.455 1.494  -0.043
20 H 0.141 0.589 2.864  -0.006
21 O 0.923 0.835 2.356  -0.028

Summary:
net charge = -1
E_LUMO (alpha / beta) = 3.3 / 3.1 eV
gap between HOMO and LUMO (alpha / beta) = 2.9 / 10.4 eV
HOMO (alpha / beta) = 0.014 / -0.268 hartree
multiplicity = 2

Least stable: one

## one
Formula: C3H7NO2P
Source: the OMol25 dataset
Level of theory: wB97M-V/def2-TZVPD

Each line ends with the Mulliken spin population.
Element x y z (Å)
1 C -0.377 -0.723 -1.031  0.045
2 C -0.058 0.221 0.071  0.044
3 C -1.057 0.128 1.114  0.684
4 N -2.188 0.725 1.301  0.953
5 O 2.309 -1.345 0.258  0.007
6 O 2.321 0.695 -1.282  0.024
7 P 1.862 0.019 -0.071  0.011
8 H -0.015 -0.519 -2.019  0.000
9 H 0.021 -1.631 -0.740  0.000
10 H -0.165 1.262 -0.218  0.067
11 H 2.029 0.824 0.974  0.009
12 H -0.632 -0.412 2.019  0.093
13 H -1.477 -0.762 -1.063  -0.007
14 H -2.573 1.517 0.687  0.069

Summary:
net charge = -1
E_LUMO (alpha / beta) = 4.2 / 1.0 eV
gap between HOMO and LUMO (alpha / beta) = 6.1 / 5.6 eV
HOMO (alpha / beta) = -0.070 / -0.168 hartree
multiplicity = 3

## two
Formula: C3H7NO2P
Source: the OMol25 dataset
Level of theory: wB97M-V/def2-TZVPD

Each line ends with the Mulliken spin population.
Element x y z (Å)
1 C 1.012 0.521 -2.199  0.486
2 C 0.573 0.958 -0.966  0.109
3 C -1.498 -0.209 1.217  0.148
4 N -0.118 0.018 1.669  0.023
5 O -0.206 -1.895 -0.531  1.089
6 O 2.342 -0.351 0.605  0.029
7 P 0.899 -0.235 0.344  0.251
8 H 0.822 1.084 -3.057  -0.008
9 H 1.554 -0.415 -2.106  -0.021
10 H -0.061 1.887 -0.858  -0.003
11 H -1.345 -0.766 0.304  -0.075
12 H -2.086 -0.748 2.109  -0.004
13 H -2.020 0.715 1.070  -0.003
14 H 0.132 -0.563 2.400  -0.023

Summary:
net charge = -1
E_LUMO (alpha / beta) = 4.2 / 3.8 eV
gap between HOMO and LUMO (alpha / beta) = 4.5 / 8.5 eV
HOMO (alpha / beta) = -0.009 / -0.175 hartree
multiplicity = 3

Least stable: two

## one
Formula: C2H3N2P
Source: the OMol25 dataset
Level of theory: wB97M-V/def2-TZVPD

Each line ends with the Löwdin charge.
Element x y z (Å)
1 C -0.862 -1.077 -1.528  -0.140
2 C 0.099 -0.423 -1.051  -0.463
3 N 1.130 -0.078 -0.114  -0.099
4 N 0.220 0.237 0.971  -0.331
5 P -1.340 -0.233 0.256  0.855
6 H 1.716 0.727 -0.479  0.134
7 H 0.570 -0.325 1.843  0.110
8 H -1.534 1.174 0.103  -0.065

Summary:
E_LUMO = 0.3 eV
gap between HOMO and LUMO = 9.2 eV
HOMO = -0.326 hartree
multiplicity = 1
SMILES string = C1=C2NN[P@H]=12

## two
Formula: C2H3N2P
Source: the OMol25 dataset
Level of theory: wB97M-V/def2-TZVPD

Each line ends with the natural charge from an NBO analysis.
Element x y z (Å)
1 C 0.546 1.022 0.123  0.230
2 C 0.194 -1.064 0.365  -0.142
3 N -0.746 1.153 -0.123  -0.725
4 N 1.112 -0.116 0.326  -0.459
5 P -1.457 -0.387 0.037  0.694
6 H 1.146 2.050 0.237  0.191
7 H 0.360 -2.057 0.316  0.191
8 H -1.156 -0.601 -1.283  0.020

Summary:
E_LUMO = -0.4 eV
gap between HOMO and LUMO = 9.7 eV
HOMO = -0.372 hartree
multiplicity = 1

Least stable: one

## one
Formula: C24H36LiO18
Source: the OMol25 dataset
Level of theory: wB97M-V/def2-TZVPD

Each line ends with the Löwdin charge.
Element x y z (Å)
1 Li 36.589 -63.860 2.784  0.661
2 C 31.752 -61.972 -1.141  -0.002
3 C 32.668 -61.353 -0.033  -0.323
4 C 32.171 -61.302 1.367  -0.079
5 O 33.315 -61.573 2.233  0.107
6 C 34.126 -62.211 1.402  -0.600
7 O 34.997 -62.793 1.880  0.158
8 O 33.809 -62.250 0.068  0.091
9 H 31.592 -63.086 -1.274  0.097
10 H 32.360 -61.506 -2.305  0.195
11 H 30.864 -61.528 -0.893  0.020
12 H 33.006 -60.498 -0.423  0.095
13 H 31.478 -62.013 1.590  0.093
14 H 31.603 -60.283 1.649  0.191
15 C 38.656 -65.963 8.003  -0.004
16 C 39.201 -64.945 6.929  -0.266
17 C 40.548 -65.185 6.373  -0.095
18 O 40.364 -65.068 4.965  0.113
19 C 39.038 -64.947 4.792  -0.582
20 O 38.563 -65.058 3.607  0.050
21 O 38.329 -64.932 5.807  0.143
22 H 37.700 -65.918 8.314  0.023
23 H 39.165 -65.693 8.971  0.099
24 H 38.905 -67.094 7.842  0.125
25 H 38.831 -63.881 7.297  0.196
26 H 41.163 -66.057 6.718  0.167
27 H 41.140 -64.436 6.664  0.077
28 C 40.841 -61.310 5.864  0.050
29 C 39.461 -60.553 5.879  -0.240
30 C 39.338 -59.692 4.558  0.002
31 O 38.399 -60.543 3.825  0.085
32 C 37.875 -61.475 4.616  -0.532
33 O 37.074 -62.276 4.123  0.079
34 O 38.350 -61.392 5.837  0.114
35 H 40.781 -62.029 6.540  0.022
36 H 41.542 -60.541 6.161  0.107
37 H 40.986 -61.723 4.961  0.060
38 H 39.163 -59.935 6.633  0.125
39 H 40.264 -59.671 4.100  0.109
40 H 38.861 -58.816 4.646  0.095
41 C 36.568 -60.108 -1.539  -0.053
42 C 37.715 -61.119 -1.507  -0.285
43 C 38.968 -60.622 -0.813  -0.026
44 O 38.927 -61.456 0.386  0.105
45 C 37.981 -62.349 0.335  -0.525
46 O 37.845 -63.243 1.231  0.029
47 O 37.191 -62.228 -0.723  0.101
48 H 36.106 -59.995 -0.535  0.078
49 H 35.595 -60.349 -2.087  0.090
50 H 36.884 -58.962 -1.946  0.153
51 H 37.708 -61.510 -2.538  0.160
52 H 38.942 -59.612 -0.586  0.106
53 H 39.908 -60.766 -1.305  0.132
54 C 35.520 -70.097 1.391  -0.023
55 C 36.566 -68.980 1.480  -0.330
56 C 37.201 -68.394 0.169  -0.093
57 O 37.108 -67.022 0.381  0.104
58 C 36.306 -66.756 1.385  -0.532
59 O 36.036 -65.604 1.747  0.068
60 O 36.059 -67.841 2.091  0.098
61 H 35.971 -71.021 1.129  0.054
62 H 34.720 -70.011 0.504  0.134
63 H 35.081 -70.127 2.448  0.110
64 H 37.496 -69.141 2.126  0.179
65 H 36.610 -68.799 -0.772  0.164
66 H 38.221 -68.637 -0.024  0.118
67 C 31.218 -62.739 5.336  -0.045
68 C 32.152 -63.738 6.002  -0.263
69 C 32.113 -65.302 5.574  -0.028
70 O 33.392 -65.449 4.957  0.122
71 C 34.066 -64.426 4.898  -0.605
72 O 35.195 -64.255 4.444  0.080
73 O 33.473 -63.333 5.486  0.058
74 H 30.287 -63.078 5.624  0.059
75 H 31.337 -62.661 4.341  0.023
76 H 31.567 -61.679 5.675  0.140
77 H 31.852 -63.553 7.163  0.186
78 H 31.264 -65.391 4.698  0.180
79 H 31.930 -66.031 6.442  0.150

Summary:
net charge = +1
E_LUMO = -1.4 eV
gap between HOMO and LUMO = 10.6 eV
HOMO = -0.439 hartree
multiplicity = 1

## two
Formula: C24H36LiO18
Source: the OMol25 dataset
Level of theory: wB97M-V/def2-TZVPD

Each line ends with the Löwdin charge.
Element x y z (Å)
1 Li 31.179 53.015 44.951  0.656
2 C 28.407 47.948 43.628  -0.066
3 C 27.898 49.271 43.667  -0.337
4 C 27.254 49.707 44.984  -0.084
5 O 28.244 50.434 45.657  0.081
6 C 29.312 50.658 44.844  -0.497
7 O 30.270 51.285 45.228  0.082
8 O 29.064 50.105 43.646  0.092
9 H 29.018 47.842 42.766  0.085
10 H 27.551 47.202 43.654  0.127
11 H 29.065 47.606 44.463  0.118
12 H 27.360 49.425 42.656  0.193
13 H 27.103 48.827 45.652  0.157
14 H 26.428 50.266 44.752  0.106
15 C 35.920 52.064 48.663  0.031
16 C 34.385 52.051 49.157  -0.317
17 C 33.758 53.138 49.892  -0.064
18 O 32.843 53.542 48.875  0.075
19 C 32.770 52.649 47.835  -0.605
20 O 32.050 52.671 46.950  0.195
21 O 33.644 51.717 48.032  0.120
22 H 36.005 53.207 47.964  0.152
23 H 36.242 51.252 48.080  0.037
24 H 36.759 52.066 49.282  0.040
25 H 34.350 51.074 49.587  0.147
26 H 34.509 53.784 50.188  0.120
27 H 33.096 52.801 50.647  0.139
28 C 27.260 57.669 46.535  0.016
29 C 26.936 56.181 46.978  -0.279
30 C 26.376 55.245 45.958  -0.107
31 O 27.371 54.324 45.647  0.101
32 C 28.494 54.603 46.309  -0.463
33 O 29.545 54.032 46.129  0.122
34 O 28.230 55.663 47.175  0.077
35 H 27.413 57.895 45.483  0.073
36 H 27.805 58.191 47.311  0.078
37 H 26.256 58.209 46.776  0.110
38 H 26.442 56.016 47.821  0.110
39 H 26.192 55.867 45.140  0.104
40 H 25.449 54.857 46.212  0.125
41 C 35.943 56.151 45.151  -0.020
42 C 35.056 55.514 46.198  -0.323
43 C 34.253 56.533 46.911  -0.147
44 O 33.072 56.602 46.218  0.116
45 C 32.907 55.529 45.558  -0.529
46 O 31.777 55.213 45.047  0.057
47 O 33.976 54.726 45.594  0.096
48 H 36.586 55.260 44.722  0.114
49 H 36.818 56.920 45.397  0.142
50 H 35.416 56.578 44.399  0.042
51 H 35.639 54.945 47.005  0.140
52 H 34.586 57.659 47.021  0.179
53 H 34.031 56.098 48.140  0.204
54 C 37.026 51.754 44.590  -0.027
55 C 35.834 51.002 43.991  -0.298
56 C 34.877 50.205 44.891  -0.051
57 O 33.674 50.996 44.853  0.055
58 C 33.770 52.008 43.944  -0.555
59 O 32.885 52.722 43.670  0.145
60 O 35.006 52.029 43.407  0.072
61 H 37.654 52.607 43.919  0.149
62 H 37.697 51.009 44.760  0.018
63 H 36.800 52.494 45.604  0.139
64 H 36.018 50.486 43.099  0.133
65 H 35.215 50.179 45.859  0.084
66 H 34.722 49.121 44.369  0.189
67 C 29.096 57.001 41.779  0.022
68 C 28.373 55.988 42.690  -0.283
69 C 27.563 54.925 42.024  -0.171
70 O 28.356 53.840 41.977  0.076
71 C 29.438 54.021 42.923  -0.455
72 O 30.242 53.224 43.111  0.174
73 O 29.372 55.302 43.401  0.079
74 H 29.860 56.586 41.197  0.081
75 H 29.677 57.710 42.157  0.036
76 H 28.508 57.478 41.032  0.085
77 H 27.787 56.435 43.494  0.134
78 H 27.071 55.044 41.042  0.167
79 H 26.871 54.844 42.745  0.081

Summary:
net charge = +1
E_LUMO = -1.5 eV
gap between HOMO and LUMO = 11.1 eV
HOMO = -0.463 hartree
multiplicity = 1

Least stable: one

## one
Formula: C9H14O2S
Source: the OMol25 dataset
Level of theory: wB97M-V/def2-TZVPD

Each line ends with the natural charge from an NBO analysis.
Element x y z (Å)
1 C 4.068 0.329 0.262  -0.657
2 C 2.551 0.179 0.003  0.070
3 C 2.015 0.614 -1.108  -0.275
4 C 0.591 0.747 -1.256  -0.200
5 C -0.207 0.460 -0.197  -0.165
6 S -1.987 0.809 -0.160  1.384
7 O -2.338 1.525 1.073  -0.976
8 C -2.619 -0.896 0.073  -0.025
9 C -4.142 -0.695 0.073  -0.692
10 O -2.036 -1.700 -0.856  -0.689
11 C 0.257 -0.146 1.059  -0.463
12 C 1.784 -0.426 1.052  -0.438
13 H 4.445 1.370 0.021  0.236
14 H 4.630 -0.220 -0.621  0.221
15 H 4.411 -0.161 1.225  0.228
16 H 2.724 0.914 -1.838  0.208
17 H 0.323 1.296 -2.128  0.218
18 H -2.001 1.971 -1.052  -0.005
19 H -4.534 -1.366 0.743  0.226
20 H -4.398 0.345 0.297  0.244
21 H -4.532 -0.699 -0.991  0.174
22 H -2.747 -1.874 -1.639  0.442
23 H -0.113 0.448 1.797  0.236
24 H -0.175 -1.176 1.041  0.251
25 H 1.967 -1.561 1.022  0.225
26 H 2.061 -0.086 2.103  0.222

Summary:
E_LUMO = 0.4 eV
gap between HOMO and LUMO = 8.1 eV
HOMO = -0.283 hartree
multiplicity = 1
SMILES string = CC1=CC=C([S@H](=O)=C(C)O)CC1

## two
Formula: C9H14O2S
Source: the OMol25 dataset
Level of theory: wB97M-V/def2-TZVPD

Each line ends with the natural charge from an NBO analysis.
Element x y z (Å)
1 C -0.396 -1.156 0.870  -0.234
2 C -0.145 -0.487 2.083  -0.219
3 C 0.611 -1.243 -0.113  0.086
4 C 1.173 0.086 2.252  -0.263
5 C -1.311 3.184 -0.149  0.052
6 C 1.991 -0.779 0.151  -0.508
7 C 2.098 0.163 1.288  -0.133
8 C 0.311 -1.989 -1.351  -0.631
9 C -1.623 3.758 -1.471  -0.697
10 O 0.010 3.073 2.093  -0.867
11 O -2.277 2.814 0.767  -0.681
12 S 0.268 2.826 0.446  0.568
13 H -1.311 -1.676 0.714  0.203
14 H -0.845 -0.280 2.833  0.201
15 H 2.740 -1.572 0.405  0.224
16 H 2.461 -0.518 -0.703  0.222
17 H -0.246 2.196 2.634  0.495
18 H 3.141 0.620 1.367  0.211
19 H -0.624 -2.365 -1.322  0.210
20 H 1.006 -2.850 -1.367  0.207
21 H 0.443 -1.386 -2.197  0.214
22 H -2.350 4.567 -1.352  0.217
23 H -0.756 3.991 -2.046  0.243
24 H -2.322 3.178 -2.137  0.209
25 H -3.092 2.730 0.352  0.470
26 H 1.239 0.664 3.129  0.200

Summary:
E_LUMO (alpha / beta) = 0.7 / -0.1 eV
gap between HOMO and LUMO (alpha / beta) = 7.3 / 6.1 eV
HOMO (alpha / beta) = -0.244 / -0.228 hartree
multiplicity = 1

Least stable: one